1.
Formula: C5H11N3
Source: OMol25
Level of theory: the ωB97M-V functional and the def2-TZVPD basis

## Properties
ΔE to the lowest compared entry with this formula, charge and spin	134.8	kcal/mol
gap between HOMO and LUMO (spin up / spin down)	7.15 / 6.90	eV
LUMO level (spin up / spin down)	-0.003 / -0.007	Ha
highest occupied orbital energy (spin up / spin down)	-7.24 / -7.08	eV
multiplicity	1

Last column: Löwdin charge in e.
Element x y z (Å)
C 0.89671 0.65169 0.72871  -0.13
C 1.41839 1.70019 -0.19719  -0.12
C -2.42836 -0.46625 -0.56497  -0.10
C -0.07560 -0.41791 0.38652  -0.50
N -0.44417 -1.34529 1.39587  0.07
C -1.02178 0.02314 -0.50170  -0.10
N 1.72417 -1.09708 0.08254  -0.01
N 2.36488 -1.15336 -0.94065  0.02
H 0.95384 0.86245 1.79476  0.11
H 0.37087 -1.68260 1.89186  0.07
H -1.12475 -0.96438 2.04298  0.09
H 1.79692 -1.07644 -1.81805  0.08
H -0.75038 0.79533 -1.20919  0.09
H 0.71091 2.52019 -0.35701  0.08
H 2.33196 2.12723 0.22293  0.08
H 1.67854 1.28312 -1.17371  0.06
H -2.74749 -0.55282 -1.60794  0.07
H -2.53643 -1.44169 -0.09315  0.07
H -3.11821 0.23447 -0.08261  0.08

Atomic forces in eV per Å
0.094 0.452 0.337
0.039 -0.257 0.109
0.029 -0.354 -0.514
-1.953 2.543 0.234
0.143 -0.172 -0.089
0.202 -0.776 0.030
1.868 -2.023 -0.847
-0.575 0.814 0.325
0.188 -0.125 -0.071
-0.043 0.041 0.024
0.101 -0.012 -0.052
0.060 -0.351 0.164
0.049 0.208 0.186
-0.027 -0.035 0.025
-0.075 0.024 -0.027
-0.061 0.029 -0.008
-0.119 -0.015 0.072
0.000 0.017 0.070
0.081 -0.010 0.031

2.
Formula: C7H9Br2FO
Source: OMol25
Level of theory: the ωB97M-V functional and the def2-TZVPD basis

## Properties
ΔE to the lowest compared entry with this formula, charge and spin	68.6	kcal/mol
gap between HOMO and LUMO	8.42	eV
LUMO level	-0.039	Ha
highest occupied orbital energy	-9.48	eV
multiplicity	1

Last column: Löwdin charge in e.
Element x y z (Å)
C -1.67569 -1.54673 -0.64314  -0.11
C -2.62268 -2.24898 -0.33165  -0.64
C -0.51136 1.03556 0.38430  -0.09
C 0.96509 -0.91253 0.89747  -0.07
C -0.53668 -0.90799 -1.26013  -0.41
C 0.30414 -0.05445 -0.23528  -0.39
C -3.54650 1.20751 -1.03288  -0.52
O -0.93648 -0.08869 -2.36239  -0.08
F -4.27523 1.02906 -2.10459  -0.08
Br -3.93530 -3.12868 0.50153  0.77
Br -4.74742 1.93961 0.16636  0.75
H -0.23935 1.89826 -0.19217  0.07
H -0.21850 1.27750 1.40312  0.07
H -1.68529 0.78738 0.34237  0.08
H 0.18326 -1.41575 1.42032  0.05
H 1.51324 -0.28138 1.59463  0.07
H 1.57091 -1.80595 0.49472  0.10
H 0.19954 -1.73166 -1.83303  0.21
H 1.13709 0.36473 -0.86872  0.14
H -1.58791 0.49936 -1.77327  0.07

Atomic forces in eV per Å
-1.612 -1.951 0.107
1.535 1.359 0.048
-2.287 -0.004 -0.133
0.241 -1.251 -1.913
3.546 -1.233 -1.702
1.723 -1.895 -0.319
-0.538 -0.136 -1.191
-2.297 1.799 3.023
0.601 -0.277 -0.189
-0.307 -0.186 -0.008
-0.307 0.412 1.119
-0.790 0.935 -0.267
-0.091 -0.289 0.155
2.813 0.806 0.256
-0.775 -0.179 0.756
0.214 -0.157 -0.167
-0.404 1.641 0.473
-1.873 1.792 1.965
-0.830 -0.246 0.610
1.439 -0.939 -2.623

The highest ΔE to the lowest compared entry with this formula, charge and spin belongs to which entry?
C5H11N3